{"formula": "C14H30O12S3", "method": "wB97M-V/def2-TZVPD", "symbols": ["C", "C", "C", "C", "O", "S", "O", "O", "C", "C", "C", "C", "C", "O", "C", "H", "H", "H", "H", "H", "H", "H", "H", "H", "H", "H", "H", "H", "H", "H", "H", "H", "H", "H", "H", "H", "H", "C", "C", "O", "S", "O", "O", "O", "H", "H", "H", "H", "C", "C", "O", "S", "O", "O", "O", "H", "H", "H", "H"], "positions_angstrom": [[2.952581, 1.082972, 1.857628], [3.400000, 1.538741, 0.349215], [2.225924, 1.451625, -0.788699], [2.528653, 0.181200, -1.827427], [0.848204, 1.474305, -0.275840], [-0.181731, 1.735175, -1.610970], [-0.684830, 0.293593, -1.994703], [-1.528280, 2.741795, -1.182900], [-2.720659, 1.870060, -0.917495], [-4.026281, 2.707829, -0.368823], [-4.783292, 2.035750, 0.920512], [-5.831615, 0.826346, 0.558775], [-5.206222, -0.382593, -0.355217], [-3.943280, -0.949731, 0.142142], [-4.026165, -1.351980, 1.555233], [1.833075, 1.283334, 2.132103], [3.643597, 1.701825, 2.608967], [3.181540, -0.058803, 2.108545], [4.307316, 0.834573, 0.027157], [3.854253, 2.638692, 0.330743], [2.341403, 2.428271, -1.465974], [2.023938, -0.828900, -1.440933], [3.683187, 0.086888, -1.996956], [2.037987, 0.387443, -2.893177], [-2.376432, 1.129805, -0.070180], [-3.086662, 1.310098, -1.904741], [-3.645240, 3.777301, -0.029742], [-4.738845, 2.902915, -1.297333], [-3.999659, 1.725929, 1.739765], [-5.440204, 2.904215, 1.409790], [-6.824363, 1.197743, 0.010923], [-6.217050, 0.376648, 1.595006], [-5.052293, 0.041636, -1.455638], [-5.978866, -1.280685, -0.482833], [-4.871986, -2.160603, 1.775988], [-4.059447, -0.442006, 2.312225], [-3.002282, -1.915473, 1.798761], [7.602297, -0.660854, 4.164766], [6.079841, -0.765411, 4.195036], [5.620176, 0.557418, 4.462635], [6.659891, 1.624172, 3.798214], [6.127857, 2.035214, 2.517934], [7.067268, 2.561507, 4.818924], [7.886292, 0.584282, 3.529017], [8.015315, -0.627892, 5.178115], [8.061755, -1.484703, 3.612095], [5.725132, -1.459220, 4.960922], [5.686189, -1.068729, 3.219143], [-2.269370, -2.385948, -3.339874], [-1.009050, -2.478110, -4.195923], [-0.929254, -3.844026, -4.596779], [-2.439714, -4.439296, -4.753585], [-2.806471, -4.376923, -6.150985], [-2.538995, -5.646617, -3.966870], [-3.220944, -3.242658, -3.968959], [-2.087365, -2.763573, -2.328528], [-2.655376, -1.364707, -3.282068], [-0.110810, -2.183980, -3.647815], [-1.100639, -1.865878, -5.099314]], "forces_ev_per_angstrom": [[0.8, 0.3, 1.0], [0.2, -0.2, 0.3], [2.1, 0.4, -2.2], [-0.9, 0.0, -0.3], [-0.5, 0.0, -0.6], [-1.0, -3.2, -1.5], [1.2, 4.9, 1.6], [0.3, -2.9, 0.2], [-1.5, -0.9, 1.0], [0.8, 1.0, -0.2], [-0.8, 0.7, -0.3], [-0.3, -0.7, 0.6], [-1.0, 0.1, -0.5], [-1.6, 0.6, 1.3], [1.2, -1.0, 0.8], [2.2, -0.3, -0.8], [-1.7, -1.4, -1.6], [-0.6, 2.4, -0.9], [-2.1, 1.5, 0.5], [-1.2, -2.4, 0.3], [-0.2, -2.0, 1.4], [1.4, 2.2, -0.7], [-2.3, 0.1, 0.5], [1.0, -0.4, 2.3], [-1.0, 1.2, -2.0], [1.3, 1.1, 2.2], [-0.7, -2.2, -0.7], [1.3, -0.5, 2.1], [-1.5, 0.4, -1.8], [1.4, -1.9, -1.0], [2.3, -0.5, 1.1], [0.8, 0.9, -2.2], [0.1, -1.0, 2.4], [1.4, 2.0, 0.5], [1.5, 2.0, -0.6], [-0.3, -1.8, -1.7], [-2.2, 1.3, -0.7], [-0.1, -0.4, 0.6], [0.2, -0.5, -0.5], [0.8, 0.7, 0.0], [0.0, 0.5, 0.0], [0.8, -0.3, 1.7], [-0.7, -1.1, -1.5], [-0.9, 0.5, -0.1], [-0.1, -0.1, -0.1], [0.0, 0.3, -0.1], [0.0, 0.3, 0.0], [0.1, -0.1, 0.1], [0.6, 0.3, 0.6], [-0.2, 0.8, -0.1], [-0.9, -0.7, 0.3], [-0.1, -0.1, -0.2], [0.3, -0.4, 1.8], [0.1, 1.4, -1.3], [0.5, -0.7, -0.9], [0.0, 0.1, -0.1], [0.0, -0.3, -0.1], [-0.1, -0.3, -0.1], [0.0, 0.0, 0.1]], "orbital_gap_ev": 10.53, "lumo_ev": 0.4, "multiplicity": 1, "largest_force_ha_per_bohr": 0.1030, "homo_energy_ev": -10.09, "total_charge": 0, "e_tot_ev": -72071.130}

{"formula": "C14H31AsNO5", "method": "wB97M-V/def2-TZVPD", "symbols": ["C", "C", "C", "O", "O", "C", "C", "As", "C", "C", "C", "C", "C", "C", "C", "O", "C", "C", "O", "N", "O", "H", "H", "H", "H", "H", "H", "H", "H", "H", "H", "H", "H", "H", "H", "H", "H", "H", "H", "H", "H", "H", "H", "H", "H", "H", "H", "H", "H", "H", "H", "H"], "positions_angstrom": [[-5.373761, -0.815662, 0.813235], [-5.435316, 0.606721, -0.039209], [-4.991961, 0.398452, -1.637785], [-4.991328, 1.441238, -2.513851], [-4.558868, -0.957045, -2.010688], [-3.097460, -1.009846, -2.278473], [-2.181206, -0.222897, -1.166698], [-0.209057, -0.646974, -1.225666], [0.322749, 1.191366, -1.861904], [1.611795, 1.851287, -1.064196], [1.172614, 2.382750, 0.422928], [2.400938, 2.544747, 1.496558], [3.473997, 1.304394, 1.518138], [2.807208, -0.191973, 1.430232], [3.706022, -1.302596, 2.299715], [3.043051, -1.519488, 3.594866], [3.782106, -0.858136, 4.681556], [-0.283450, -1.375344, -3.120713], [1.130866, -1.656895, -3.507214], [1.375523, -2.983758, -3.455480], [1.572353, -3.350612, -2.289096], [-6.167386, -0.690669, 1.695764], [-5.711749, -1.752030, 0.197790], [-4.295762, -0.992312, 1.236545], [-4.690024, 1.369303, 0.492872], [-6.515538, 1.050746, 0.044096], [-2.957703, -0.626470, -3.387130], [-2.806626, -2.163658, -2.187689], [-2.299479, 0.941316, -1.159570], [-2.570434, -0.593408, -0.100456], [-0.571967, -2.107583, -0.742254], [1.326157, -1.007627, -1.161367], [-0.103567, -0.271166, 0.285193], [-0.523644, 1.998565, -1.848471], [0.666591, 1.077305, -2.988859], [1.940726, 2.795158, -1.714374], [2.484975, 1.072548, -1.079796], [0.318812, 1.764596, 0.938983], [0.725192, 3.478035, 0.264345], [1.890464, 2.619773, 2.573176], [2.969957, 3.586200, 1.368022], [4.172990, 1.419505, 0.558030], [4.113955, 1.392350, 2.499806], [1.662171, -0.239893, 1.689108], [2.897239, -0.564842, 0.299904], [3.713960, -2.341171, 1.712029], [4.844439, -0.989315, 2.381280], [4.564227, -0.054902, 4.330809], [4.298436, -1.729150, 5.308661], [2.973223, -0.264251, 5.319725], [-0.799254, -0.585871, -3.819522], [-0.827196, -2.420809, -3.092900]], "forces_ev_per_angstrom": [[-0.7, 0.5, 0.3], [0.4, -0.9, 0.0], [0.7, 4.0, -3.4], [-0.1, -6.9, 5.6], [-0.5, 3.6, 1.3], [1.5, 0.0, -0.1], [-3.0, 0.2, 0.4], [0.8, -0.6, 1.1], [1.3, 2.6, -1.1], [-0.8, 0.2, -0.7], [0.2, 1.0, 0.1], [-0.3, 0.2, 0.8], [-0.2, 0.2, -0.5], [1.2, -0.7, -0.9], [-0.9, -0.2, -1.6], [2.6, 1.4, -0.1], [-0.7, 0.0, 0.8], [-1.2, -0.7, -0.8], [-1.2, 1.1, -0.9], [1.1, -1.6, 4.0], [-0.7, 0.7, -3.8], [1.9, -0.3, -1.7], [0.8, 2.0, 1.0], [-2.2, 0.3, -0.8], [-1.5, -1.6, -1.6], [2.1, -0.8, -0.5], [-0.1, -0.8, 2.3], [-0.9, 2.6, -0.3], [-0.1, -2.1, -0.4], [0.9, 0.6, -2.2], [-0.2, -0.5, 0.2], [0.1, 0.0, -0.2], [-0.2, 0.5, 0.4], [1.4, -1.4, -0.1], [-0.7, 0.3, 2.1], [-0.4, -2.0, 1.5], [-1.7, 1.5, 0.3], [1.8, 0.9, -1.3], [0.8, -2.3, 0.4], [1.1, -0.2, -2.2], [-1.1, -2.3, 0.1], [-1.3, -0.2, 2.3], [-1.1, -0.1, -1.9], [2.4, 0.1, -0.2], [-0.4, 0.9, 2.4], [-0.2, 2.2, 1.3], [-2.3, -0.4, 0.1], [-1.4, -1.8, 0.5], [-0.9, 2.1, -1.1], [1.8, -1.4, -1.1], [1.3, -1.8, 0.7], [0.8, 2.2, -0.3]], "orbital_gap_ev": 6.73, "lumo_ev": 2.9, "multiplicity": 1, "largest_force_ha_per_bohr": 0.1737, "homo_energy_ev": -3.79, "total_charge": -1, "e_tot_ev": -87572.651}

{"formula": "C14H31B2ClNO6Pb", "method": "wB97M-V/def2-TZVPD", "symbols": ["C", "C", "O", "B", "O", "C", "C", "O", "B", "C", "C", "C", "C", "Cl", "O", "C", "O", "C", "C", "N", "C", "C", "C", "O", "H", "H", "H", "H", "H", "H", "H", "H", "H", "H", "H", "H", "H", "H", "H", "H", "H", "H", "H", "H", "H", "H", "H", "H", "H", "H", "H", "H", "H", "H", "H", "Pb"], "positions_angstrom": [[2.463301, -1.155231, -4.138826], [0.935278, -0.705090, -3.638373], [0.946711, 0.353714, -2.616774], [1.343716, -0.154224, -1.288355], [1.573114, -1.626525, -1.075270], [1.625568, 0.799652, 0.052333], [3.281594, 0.744277, 0.137683], [1.072224, 2.162616, 0.076400], [0.698595, 2.626196, 1.449710], [1.975630, 3.381835, 2.147775], [-0.834678, 3.151083, 1.676371], [-0.998933, 4.686338, 2.214050], [-0.730196, 4.848799, 3.857174], [-0.089579, 5.968097, 1.202065], [0.677965, 1.321169, 2.201676], [0.745934, 0.164595, 1.290460], [1.149664, -1.116566, 1.895693], [-0.102653, -1.798309, 2.326388], [-0.785726, -2.716276, 1.124681], [-1.823667, -1.972528, 0.307974], [-2.844300, -2.897279, -0.320599], [-2.451786, -3.411149, -1.836069], [-2.750375, -2.317817, -3.025386], [-3.196057, -4.647385, -2.128279], [2.612006, -2.272672, -3.749459], [3.311848, -0.494701, -3.669297], [2.548033, -1.191735, -5.326208], [0.425681, -0.242508, -4.609182], [0.299305, -1.647030, -3.356166], [2.549322, -1.800934, -0.930950], [3.577171, 0.380021, 1.235349], [3.750271, 0.006475, -0.656667], [3.750558, 1.833045, 0.020652], [2.480568, 4.210493, 1.452151], [1.781087, 3.827614, 3.211495], [2.821346, 2.551769, 2.293626], [-1.432811, 3.026395, 0.651096], [-1.369925, 2.439589, 2.460791], [-2.155112, 4.959746, 2.087352], [-0.470712, 3.752474, 4.238021], [-1.690764, 5.289694, 4.409158], [0.200828, 5.523673, 4.072348], [-0.332235, 0.141794, 0.836298], [-0.912877, -1.018350, 2.706977], [0.207906, -2.557865, 3.175220], [-1.322647, -3.618614, 1.691664], [0.002448, -3.200110, 0.400249], [-2.264555, -1.268906, 0.950423], [-3.019936, -3.878929, 0.333870], [-3.859828, -2.313980, -0.385075], [-1.304675, -3.643821, -1.826461], [-3.598822, -2.726685, -3.756528], [-1.800116, -2.149176, -3.725394], [-3.030060, -1.248039, -2.595821], [-4.130982, -4.330028, -2.353494], [0.496339, -4.028693, -1.178537]], "forces_ev_per_angstrom": [[-0.5, -1.1, 0.4], [0.5, 0.6, -2.6], [1.0, -3.8, 2.6], [-0.8, 2.4, -1.2], [0.9, -0.3, -0.6], [-0.4, 0.2, -0.2], [0.2, 0.3, 1.5], [1.0, -2.4, -1.5], [0.9, -1.2, 0.9], [2.3, 1.1, 0.3], [-1.7, 1.3, -0.5], [-2.5, -0.5, 1.2], [0.4, -0.6, -0.5], [-0.7, -1.2, 0.8], [0.3, -4.7, -0.5], [-0.3, 3.7, -0.1], [-3.2, 0.8, -0.1], [1.2, -0.4, -0.1], [-2.7, 0.5, 1.9], [0.2, -1.5, 0.7], [-0.6, -0.3, 0.3], [-2.8, 1.0, -0.1], [0.7, 0.5, -0.6], [0.1, 2.3, 0.4], [0.0, 2.3, -0.9], [-1.8, -1.1, -1.0], [-0.2, 0.2, 2.7], [0.9, -0.9, 2.3], [1.1, 1.6, -0.2], [-1.5, 0.6, 0.1], [-0.5, 0.7, -2.5], [-0.7, 1.4, 1.4], [-1.3, -2.5, 0.0], [-1.2, -1.6, 1.6], [0.4, -0.7, -2.0], [-1.7, 1.7, -0.2], [1.1, 0.5, 2.0], [1.0, 1.6, -1.5], [2.6, -0.4, 0.0], [-0.7, 2.4, -0.6], [2.2, -1.0, -1.3], [-1.9, -1.2, -0.5], [1.6, -0.7, 0.6], [1.7, -1.7, -0.8], [-0.7, 1.7, -1.7], [1.3, 1.4, -1.3], [-0.6, 1.3, 2.4], [0.5, -0.9, -1.1], [0.3, 2.0, -1.4], [1.9, -1.2, 0.0], [-1.9, 0.2, -0.6], [1.8, 0.9, 1.8], [-2.1, -0.4, 1.6], [0.5, -2.4, -0.8], [1.8, -0.7, 0.3], [2.1, 0.3, -1.2]], "orbital_gap_ev": 2.09, "lumo_ev": -7.2, "multiplicity": 1, "largest_force_ha_per_bohr": 0.0922, "homo_energy_ev": -9.29, "total_charge": 1, "e_tot_ev": -47902.561}

{"formula": "C14H31B2FNO2", "method": "wB97M-V/def2-TZVPD", "symbols": ["C", "C", "B", "O", "B", "C", "F", "C", "C", "H", "H", "H", "H", "H", "H", "H", "H", "H", "H", "H", "H", "H", "C", "C", "C", "C", "C", "C", "N", "O", "C", "C", "C", "H", "H", "H", "H", "H", "H", "H", "H", "H", "H", "H", "H", "H", "H", "H", "H", "H", "H"], "positions_angstrom": [[6.921761, -0.777857, -0.607732], [6.166905, -2.088655, -0.841670], [4.831656, -1.967243, -1.685617], [4.658391, -0.868458, -2.546027], [3.651265, -3.144886, -1.600123], [2.448672, -3.185298, -0.535691], [2.944301, -3.743531, 0.661603], [1.815566, -1.855807, -0.271042], [1.158819, -1.296367, -1.524025], [6.711558, -0.055136, -1.381273], [7.989335, -0.942628, -0.624848], [6.645536, -0.356545, 0.348052], [5.943439, -2.606041, 0.085699], [6.804555, -2.768416, -1.407672], [5.255814, -0.978584, -3.307220], [3.724669, -4.063287, -2.368315], [1.665628, -3.849429, -0.896943], [2.507671, -1.136608, 0.155420], [1.028877, -2.007485, 0.463283], [0.466083, -2.016578, -1.936005], [0.636062, -0.399150, -1.235327], [1.905078, -1.004910, -2.253326], [-5.041745, 1.211303, 0.229092], [-3.807748, 0.413977, 0.738310], [-3.616382, 0.589705, 2.250116], [-3.012199, 1.930059, 2.663320], [-1.732974, 2.200868, 1.877227], [-1.950182, 2.134797, 0.367311], [-2.576957, 0.826626, -0.002053], [-1.702787, -0.121752, -0.040107], [-2.814427, 3.327089, -0.082218], [-0.617390, 2.276131, -0.356220], [-4.094416, -1.060148, 0.474553], [-4.785669, 1.930012, -0.544101], [-5.774023, 0.547897, -0.229453], [-5.547001, 1.749856, 1.032281], [-2.961382, -0.206546, 2.617727], [-4.579796, 0.447488, 2.742458], [-3.736305, 2.736234, 2.517812], [-2.787723, 1.910219, 3.731428], [-1.330395, 3.182602, 2.134733], [-0.972041, 1.468906, 2.166665], [-3.036230, 3.265186, -1.148417], [-2.268228, 4.254389, 0.089801], [-3.753852, 3.414778, 0.458396], [0.112318, 1.543336, -0.018935], [-0.206432, 3.265981, -0.161699], [-0.744337, 2.166012, -1.434078], [-4.156005, -1.263209, -0.595272], [-5.051657, -1.316438, 0.927936], [-3.335675, -1.712458, 0.902187]], "forces_ev_per_angstrom": [[0.0, -0.4, 0.0], [-0.3, 0.2, -0.4], [0.2, 0.4, 0.3], [0.1, -0.8, -0.6], [-0.1, -0.1, 0.2], [0.1, 0.0, -0.6], [0.2, 0.0, 0.0], [-0.6, 0.0, 0.3], [0.5, 0.2, 0.4], [-0.2, 0.3, -0.2], [0.4, 0.0, 0.2], [0.0, 0.3, 0.2], [0.1, -0.2, 0.3], [0.1, -0.3, -0.1], [-0.1, 0.6, 0.4], [0.0, 0.0, 0.0], [-0.2, -0.3, 0.1], [0.3, 0.1, 0.0], [-0.1, 0.0, 0.3], [-0.3, -0.1, -0.3], [-0.4, 0.2, -0.1], [0.2, -0.1, -0.4], [0.1, 0.1, -0.2], [-1.1, 0.1, -0.3], [0.3, 0.2, 0.3], [0.0, -0.1, -0.1], [-0.1, -0.2, 0.3], [-0.1, 1.0, -0.5], [0.8, -0.6, 1.2], [-0.2, 0.2, -0.4], [-0.1, -0.1, 0.0], [0.2, -0.2, -0.1], [0.2, -0.2, -0.1], [0.0, 0.0, 0.0], [0.0, -0.1, 0.1], [0.1, 0.0, 0.0], [0.0, 0.0, -0.1], [-0.1, -0.1, -0.1], [0.0, 0.0, 0.0], [0.0, 0.0, 0.0], [0.0, 0.0, -0.1], [0.0, -0.1, -0.1], [0.0, 0.0, 0.0], [0.1, 0.0, 0.0], [0.0, 0.0, 0.0], [-0.1, -0.1, 0.0], [-0.1, 0.1, 0.0], [0.0, 0.0, 0.0], [0.0, 0.0, 0.0], [-0.1, 0.1, 0.0], [0.0, 0.1, -0.1]], "orbital_gap_ev": [8.63, 9.43], "lumo_ev": [0.2, 0.2], "multiplicity": 2, "largest_force_ha_per_bohr": 0.0306, "homo_energy_ev": [-8.39, -9.19], "total_charge": 0, "e_tot_ev": -24674.085}